{
  "formula": "C9H12F2",
  "method": "the ωB97M-V functional and the def2-TZVPD basis",
  "symbols": ["C", "C", "C", "C", "C", "C", "C", "F", "F", "C", "C", "H", "H", "H", "H", "H", "H", "H", "H", "H", "H", "H", "H"],
  "positions_angstrom": [[-0.7954, 0.1472, -3.3865], [-0.8076, 0.8138, -2.0594], [-1.4777, 0.3752, -1.0096], [-1.3628, 0.0526, 0.2169], [-0.1460, -0.4790, 0.9633], [0.9519, -0.0061, 0.1316], [1.2292, -0.3997, -1.0861], [0.7015, -1.5152, -1.7173], [2.2891, 0.0892, -1.7891], [-0.1568, 0.3257, 2.3343], [0.9749, -0.3041, 3.1886], [-1.3512, 0.6906, -4.0506], [-1.1136, -0.8422, -3.2865], [0.1236, -0.0720, -3.7894], [-0.5486, 1.9002, -2.2936], [-2.2678, -0.0866, 0.8170], [-0.2633, -1.5387, 1.1211], [1.4824, 0.8275, 0.6108], [-1.0982, 0.0961, 2.8270], [0.0976, 1.3762, 2.1425], [0.7188, -1.3747, 3.3679], [0.9348, 0.1041, 4.1821], [1.8852, -0.1800, 2.5651]],
  "homo_ev": -9.04,
  "de_lowest_kcal_mol": 46.9,
  "lumo_ev": 0.92,
  "spin_multiplicity": 1,
  "smiles": "CC=C=C[C@@H](C=C(F)F)CC",
  "orbital_gap_ev": 9.958
}